(1)
Density functional theory data (wB97M-V/def2-TZVPD) for a molecular structure, C14H10F6N2O3SbTc at a distorted geometry.

ΔE to the lowest compared entry with this formula, charge and spin: 0.192 eV
Highest occupied orbital energy (spin up / spin down): -15.0 / -14.6 eV
Net charge: +2
Total energy: -48827.2208 eV

Geometry (Å):
Tc (0.29, -1.22, -0.26)
O (1.65, -0.72, 3.96)
C (0.48, -0.68, 4.51)
C (0.46, -0.60, 5.93)
C (-0.73, -0.55, 6.58)
C (-1.94, -0.57, 5.85)
C (-1.94, -0.65, 4.45)
C (-0.75, -0.71, 3.75)
C (-0.74, -0.81, 2.30)
O (0.42, -0.79, 1.65)
N (-1.85, -0.94, 1.62)
N (-1.54, -1.03, 0.30)
C (-2.56, -1.02, -0.57)
C (-2.38, -0.72, -1.91)
C (-3.50, -0.79, -2.79)
C (-3.40, -0.35, -4.07)
C (-2.19, 0.20, -4.54)
C (-1.08, 0.32, -3.72)
C (-1.15, -0.16, -2.42)
O (-0.09, -0.03, -1.63)
H (1.59, -0.76, 2.98)
H (1.41, -0.59, 6.45)
H (-0.77, -0.49, 7.66)
H (-2.89, -0.52, 6.37)
H (-2.87, -0.67, 3.91)
H (-3.55, -1.16, -0.15)
H (-4.43, -1.20, -2.41)
H (-4.25, -0.42, -4.74)
H (-2.13, 0.56, -5.56)
H (-0.16, 0.76, -4.07)
F (1.78, -2.59, 0.02)
Sb (0.97, -4.38, -0.61)
F (-0.10, -2.80, -1.46)
F (-0.18, -3.91, 0.81)
F (-0.18, -5.64, -1.30)
F (2.12, -5.31, 0.47)
F (2.05, -4.23, -2.09)

***

(2)
Density functional theory data (wB97M-V/def2-TZVPD) for C2H5NS2 in the gas phase at a distorted geometry.

ΔE to the lowest compared entry with this formula, charge and spin: 2.468 eV
Highest occupied orbital energy: -8.9 eV
Total energy: -25313.3582 eV

Geometry (Å):
C (0.37, 0.30, 0.23)
C (-0.99, 0.71, -0.24)
N (2.22, -1.29, 0.75)
S (1.72, 1.56, -0.08)
S (1.76, -0.55, -0.52)
H (0.45, -0.18, 1.21)
H (-1.43, -0.11, -0.76)
H (-0.84, 1.61, -0.79)
H (-1.59, 0.84, 0.65)
H (2.97, -1.92, 0.68)

***

(3)
Density functional theory data (wB97M-V/def2-TZVPD) for 2 unconnected molecules or ions with the total composition C3HN3O2 at a distorted geometry.

Spin multiplicity: 3
ΔE to the lowest compared entry with this formula, charge and spin: 0.000 eV
Highest occupied orbital energy (spin up / spin down): -6.2 / -11.7 eV
Total energy: -11686.1349 eV

Geometry (Å):
C (-1.25, -0.12, 0.03)
C (-0.60, -0.76, 0.97)
C (2.08, -1.95, -1.23)
N (-0.95, 1.15, -0.45)
N (-0.08, 1.89, -0.11)
N (0.66, 2.71, 0.07)
O (2.29, -1.01, -0.65)
O (-0.04, -1.32, 1.81)
H (-2.10, -0.58, -0.44)

***

(4)
Density functional theory data (wB97M-V/def2-TZVPD) for a molecular structure, C4H4Br2ClN at a distorted geometry.

ΔE to the lowest compared entry with this formula, charge and spin: 1.769 eV
Highest occupied orbital energy: -9.7 eV
Total energy: -158308.1287 eV

Geometry (Å):
C (-0.60, -0.80, 0.82)
C (0.36, -1.01, -1.34)
C (-1.83, -0.01, 0.92)
C (-2.86, 0.07, 0.14)
N (-0.43, -1.52, -0.48)
Cl (-0.70, -2.13, 2.06)
Br (-3.08, -0.94, -1.43)
Br (-4.28, 1.28, 0.55)
H (0.17, -0.14, 1.03)
H (0.77, -0.05, -1.11)
H (0.43, -1.43, -2.25)
H (-1.90, 0.69, 1.81)

***

Q: The highest ΔE to the lowest compared entry with this formula, charge and spin belongs to which entry?
A: C2H5NS2